Record 1
The ion C7H14N with charge +1. Source: OMol25; level of theory: the ωB97M-V functional and the def2-TZVPD basis.

Structure (ORCA input):
```
! RIJCOSX wB97M-V def2-TZVPD def2/J DEFGRID3
* xyz 1 1
C -0.168 -0.719 -1.463
C -0.644 0.174 -0.332
C 0.427 0.586 0.687
C 0.622 1.810 1.158
C 0.220 3.042 0.401
C 0.687 -1.795 1.344
C 1.097 -0.539 1.371
N -1.018 -1.953 -1.505
H 0.819 -1.195 -1.206
H -0.181 -0.201 -2.430
H -1.463 -0.235 0.295
H -1.146 1.085 -0.806
H 1.277 1.903 2.008
H 0.155 2.910 -0.669
H -0.848 3.272 0.739
H 0.936 3.831 0.624
H -0.294 -2.010 1.003
H 1.177 -2.701 1.671
H 2.104 -0.342 1.736
H -0.955 -2.455 -2.415
H -0.774 -2.661 -0.741
H -2.029 -1.808 -1.472
*
```

Results
total energy	-329.56173	Eh
HOMO-LUMO gap	8.5925	eV
structure (SMILES)	C=C/C(=C/C)CC[NH3+]

Mulliken atomic charge list, values in e, 6 entries:
1 C -0.77
2 C -0.60
3 C 0.41
4 C -0.19
5 C -1.26
6 C -0.76

---

Record 2
The molecule C2H2N2S4. Source: OMol25; level of theory: the ωB97M-V functional and the def2-TZVPD basis.

Structure (ORCA input):
```
! RIJCOSX wB97M-V def2-TZVPD def2/J DEFGRID3
* xyz 0 1
C 1.377 -0.279 0.951
C -1.234 0.260 -0.871
H 0.181 -1.752 1.694
H 2.074 1.288 0.017
N 0.213 -0.980 1.038
N 1.255 0.698 0.012
S 2.688 -0.502 1.877
S -1.325 -0.287 0.804
S -2.562 0.487 -1.800
S 0.362 0.462 -1.477
*
```

Results
total energy	-1779.64666	Eh
HOMO-LUMO gap	7.8013	eV

Mulliken atomic charge list, values in e, 6 entries:
1 C 0.51
2 C 0.15
3 H 0.29
4 H 0.28
5 N -0.35
6 N -0.38

---

Record 3
A cluster of 2 separate species, CHNO2S in total. Source: OMol25; level of theory: the ωB97M-V functional and the def2-TZVPD basis.

Structure (ORCA input):
```
! RIJCOSX wB97M-V def2-TZVPD def2/J DEFGRID3
* xyz 0 1
C 0.648 -0.841 0.086
N 1.690 -0.387 -0.399
O -0.114 -1.605 0.530
O -1.542 1.275 0.872
S -2.350 1.068 -0.333
H 1.668 0.491 -0.755
*
```

Results
total energy	-642.05909	Eh
HOMO-LUMO gap (alpha / beta)	7.8314 / 7.7561	eV
structure (SMILES)	N=C=O.O=S

The computed Mulliken charges, all in e, follow:
1 C 0.59
2 N -0.49
3 O -0.36
4 O -0.29
5 S 0.28
6 H 0.26

---

Record 4
A cluster of 3 separate species, C6H12O in total. Source: OMol25; level of theory: the ωB97M-V functional and the def2-TZVPD basis.

Structure (ORCA input):
```
! RIJCOSX wB97M-V def2-TZVPD def2/J DEFGRID3
* xyz 0 1
C 2.186 -1.009 -0.055
O 0.768 -0.972 -0.090
C 0.306 0.642 0.882
C -0.253 1.558 -0.181
C -1.619 1.279 0.538
C -0.918 0.212 1.330
C -0.836 -1.536 -1.379
H 2.366 -0.981 1.030
H 2.554 -0.079 -0.530
H 2.688 -1.922 -0.414
H 1.092 1.014 1.549
H 0.110 2.590 -0.188
H -0.112 1.168 -1.195
H -2.473 0.998 -0.068
H -1.921 2.058 1.256
H -1.130 -0.079 2.351
H -1.934 -1.440 -1.469
H -0.347 -0.962 -2.143
H -0.504 -2.546 -1.233
*
```

Results
total energy	-310.75884	Eh
HOMO-LUMO gap (alpha / beta)	6.8440 / 8.9460	eV

Mulliken atomic charge list, values in e, 6 entries:
1 C -0.71
2 O -0.41
3 C 0.37
4 C -0.76
5 C -0.34
6 C -0.88

---

Record 5
The ion C5H6O4P with charge -1. Source: OMol25; level of theory: the ωB97M-V functional and the def2-TZVPD basis.

Structure (ORCA input):
```
! RIJCOSX wB97M-V def2-TZVPD def2/J DEFGRID3
* xyz -1 1
C 0.497 -0.736 0.435
C -0.770 -0.502 0.249
C 2.769 1.077 -0.218
C -1.656 -0.320 1.531
C -1.415 -0.073 -1.027
O 1.981 0.880 -1.123
O 3.197 1.942 0.476
O 3.130 -0.369 0.421
O -0.589 -0.190 -2.198
P 1.958 -1.482 0.359
H -2.177 0.698 1.454
H -0.865 -0.438 2.256
H -2.606 -0.923 1.602
H -1.548 0.979 -1.005
H -2.309 -0.519 -1.221
H 0.405 -0.022 -1.990
*
```

Results
total energy	-836.45212	Eh
HOMO-LUMO gap	8.1730	eV
structure (SMILES)	CC(=C=POC(=O)[O-])CO

Mulliken atomic charge list, values in e, 6 entries:
1 C -0.49
2 C 1.29
3 C 0.66
4 C -1.25
5 C -0.68
6 O -0.66

---

Record 6
A structure of composition C19H32N6O2PSSiV. Source: OMol25; level of theory: the ωB97M-V functional and the def2-TZVPD basis.

Structure (ORCA input):
```
! RIJCOSX wB97M-V def2-TZVPD def2/J DEFGRID3
* xyz 1 2
V 0.544 1.024 0.077
S 0.103 2.749 1.484
C -0.902 1.511 2.209
N -1.932 1.903 2.976
N -2.853 1.023 3.342
C -3.406 -0.069 2.659
C -4.065 -1.032 3.415
C -4.674 -2.111 2.794
C -4.639 -2.235 1.415
C -4.004 -1.252 0.662
C -3.393 -0.174 1.270
N -0.669 0.211 1.972
N 0.586 -0.121 1.510
C 1.073 -1.326 2.013
C 2.366 -1.733 1.670
C 2.821 -2.982 2.062
C 2.014 -3.833 2.812
C 0.749 -3.407 3.197
C 0.272 -2.161 2.810
H -3.308 1.289 4.215
H -4.090 -0.941 4.491
H -5.180 -2.851 3.394
H -5.122 -3.069 0.931
H -4.012 -1.310 -0.419
H -2.931 0.599 0.671
H 2.996 -1.068 1.095
H 3.823 -3.286 1.792
H 2.381 -4.802 3.119
H 0.129 -4.040 3.819
H -0.708 -1.820 3.106
N -0.287 -2.908 -0.129
C 0.361 -3.024 -1.462
P 0.786 -1.289 -1.878
O -0.476 -0.493 -1.740
O 1.952 -0.860 -1.062
C 1.427 -1.337 -3.607
N 1.932 0.034 -3.882
H -0.680 -3.798 0.200
H -1.039 -2.195 -0.156
H 0.400 -2.577 0.609
H -0.353 -3.465 -2.157
H 1.242 -3.656 -1.361
H 0.694 -1.610 -4.365
H 2.284 -2.011 -3.656
H 1.186 0.642 -4.248
H 2.707 0.029 -4.557
H 2.264 0.493 -2.978
C 2.092 4.906 -0.397
Si 1.357 3.820 -1.740
C -0.499 4.073 -1.969
C 2.180 4.295 -3.374
C 1.639 1.997 -1.404
H 1.425 5.725 -0.137
H 3.029 5.341 -0.735
H 2.297 4.352 0.517
H -0.837 5.019 -1.553
H -1.090 3.291 -1.477
H -0.759 4.071 -3.027
H 2.013 5.347 -3.594
H 1.783 3.729 -4.218
H 3.257 4.143 -3.335
H 2.697 1.717 -1.486
H 1.047 1.515 -2.206
*
```

Results
total energy	-3194.98408	Eh
HOMO-LUMO gap (alpha / beta)	5.3335 / 5.0570	eV
⟨S²⟩	0.833

Mulliken atomic charge list, values in e, 6 entries:
1 V 0.39
2 S -0.44
3 C 0.45
4 N -1.05
5 N 0.23
6 C 0.51

---

Record 7
A cluster of 2 separate species, C4H12O2 in total. Source: OMol25; level of theory: the ωB97M-V functional and the def2-TZVPD basis.

Structure (ORCA input):
```
! RIJCOSX wB97M-V def2-TZVPD def2/J DEFGRID3
* xyz 0 1
O -1.115 3.197 1.692
C -2.310 3.919 1.894
C 0.000 0.000 0.000
C -1.257 2.027 0.818
C 0.159 1.328 0.740
H -2.759 4.343 0.980
H -1.927 4.747 2.514
H -3.096 3.390 2.459
H -0.653 -0.613 0.644
H 0.912 -0.577 -0.227
H -0.531 0.205 -0.945
H -1.513 2.344 -0.212
H -2.124 1.471 1.224
H 0.530 1.172 1.771
H 0.953 1.851 0.172
O 2.225 2.217 6.931
H 2.836 1.449 7.010
H 1.735 2.058 6.093
*
```

Results
total energy	-310.03673	Eh
HOMO-LUMO gap	10.6507	eV
structure (SMILES)	CCCOC.O

Mulliken atomic charge list, values in e, 6 entries:
1 O -0.30
2 C -0.72
3 C -1.13
4 C -0.50
5 C -0.22
6 H 0.29

---

Record 8
A cluster of 2 separate species, CH4N2OS in total. Source: OMol25; level of theory: the ωB97M-V functional and the def2-TZVPD basis.

Structure (ORCA input):
```
! RIJCOSX wB97M-V def2-TZVPD def2/J DEFGRID3
* xyz 0 1
C 2.490 1.805 0.587
N 1.453 2.234 0.098
N 0.233 -0.779 -0.446
O 3.518 1.303 0.925
S -0.927 -0.449 0.558
H -0.714 -1.174 1.740
H 0.828 2.194 -0.661
H -0.096 -1.232 -1.236
H -0.273 0.605 1.226
*
```

Results
total energy	-623.34013	Eh
HOMO-LUMO gap	9.4996	eV

Mulliken atomic charge list, values in e, 6 entries:
1 C 0.61
2 N -0.47
3 N -0.58
4 O -0.45
5 S 0.04
6 H 0.16

---

Record 9
The molecule C2H2N2O4. Source: OMol25; level of theory: the ωB97M-V functional and the def2-TZVPD basis.

Structure (ORCA input):
```
! RIJCOSX wB97M-V def2-TZVPD def2/J DEFGRID3
* xyz 0 1
C 0.135 1.254 -0.096
C 0.206 -0.193 -0.607
H -0.323 1.823 -1.813
H 0.006 -2.847 1.207
N -0.143 1.208 1.106
N 0.398 -0.981 0.538
O -0.250 2.346 -0.937
O 0.241 -0.167 1.558
O -0.358 -2.024 0.800
O 0.089 -0.419 -1.756
*
```

Results
total energy	-487.68113	Eh
HOMO-LUMO gap	9.9454	eV
structure (SMILES)	O=c1c(O)non1O

Mulliken atomic charge list, values in e, 6 entries:
1 C 0.34
2 C 0.54
3 H 0.36
4 H 0.36
5 N -0.24
6 N 0.24

---

Record 10
A cluster of 2 separate species, C4H12S2 in total. Source: OMol25; level of theory: the ωB97M-V functional and the def2-TZVPD basis.

Structure (ORCA input):
```
! RIJCOSX wB97M-V def2-TZVPD def2/J DEFGRID3
* xyz 0 1
C -3.379 0.578 0.108
C -1.869 0.495 -0.111
S -1.311 -0.932 -1.015
H -3.756 -0.271 0.666
H -3.570 1.523 0.622
H -3.940 0.719 -0.821
H -1.438 0.402 0.891
H -1.400 1.393 -0.509
H -2.122 -0.792 -2.074
C 2.003 0.898 0.025
S 3.322 0.148 1.039
C 3.135 -1.560 0.488
H 1.076 0.975 0.594
H 2.321 1.893 -0.272
H 1.792 0.266 -0.834
H 3.295 -1.702 -0.578
H 2.091 -1.832 0.672
H 3.751 -2.202 1.107
*
```

Results
total energy	-955.94935	Eh
HOMO-LUMO gap	9.2209	eV
structure (SMILES)	CCS.CSC

Mulliken atomic charge list, values in e, 6 entries:
1 C -1.10
2 C -0.39
3 S -0.22
4 H 0.30
5 H 0.33
6 H 0.35

---

Record 11
A structure of composition C5H5N2. Source: OMol25; level of theory: the ωB97M-V functional and the def2-TZVPD basis.

Structure (ORCA input):
```
! RIJCOSX wB97M-V def2-TZVPD def2/J DEFGRID3
* xyz 1 1
C 0.785 1.092 0.192
C -0.353 0.791 -0.797
C 1.436 -0.007 0.661
C -0.066 -0.441 -0.757
C 0.923 -1.294 -0.086
N -4.026 -0.350 0.419
N -3.046 0.065 0.134
H 1.037 2.072 0.411
H -0.995 1.533 -1.185
H 2.310 0.080 1.377
H 1.636 -1.578 -0.808
H 0.359 -1.963 0.439
*
```

Results
total energy	-302.61504	Eh
HOMO-LUMO gap	8.0672	eV

Mulliken atomic charge list, values in e, 6 entries:
1 C 0.01
2 C -0.47
3 C -0.49
4 C 0.24
5 C -0.28
6 N -0.18

---

Record 12
The ion C3H9N4O with charge +1. Source: OMol25; level of theory: the ωB97M-V functional and the def2-TZVPD basis.

Structure (ORCA input):
```
! RIJCOSX wB97M-V def2-TZVPD def2/J DEFGRID3
* xyz 1 1
C -0.562 0.584 -0.612
C 0.395 -0.425 -0.056
C -0.202 -1.135 1.099
N -0.033 1.762 -0.733
N 1.625 0.447 0.141
N -1.765 0.149 -0.987
N 1.370 1.630 -0.398
O -1.266 -1.947 0.645
H 0.684 -1.083 -0.869
H -0.460 -0.321 1.694
H 0.604 -1.707 1.636
H 1.741 0.544 1.119
H -1.825 -0.811 -1.347
H -2.372 0.840 -1.425
H 1.851 1.655 -1.318
H 1.803 2.380 0.125
H -1.588 -2.563 1.285
*
```

Results
total energy	-413.64103	Eh
HOMO-LUMO gap	11.0807	eV
structure (SMILES)	NC1=N[NH2+]N[C@H]1CO

Mulliken atomic charge list, values in e, 6 entries:
1 C 0.36
2 C 0.10
3 C -0.59
4 N -0.77
5 N -0.48
6 N -0.34

---

Q: What is the formula in the sixth record?
A: C19H32N6O2PSSiV